1.
66
Properties=species:S:1:pos:R:3:forces:R:3:mulliken_charge:R:1 method="wB97M-V/def2-TZVPD" total_charge=-1 e_lumo_ev=2.442 homo_lumo_gap_ev=7.4 fmax_ev_per_a=0.831 mol_weight_g_mol=577.111 energy_ha=-2289.71075
O 2.660659 -0.376050 1.722908 -0.1 0.5 -0.6 -0.622
B 2.233037 -0.755976 0.442683 0.0 -0.3 0.3 0.445
O 3.186459 -1.500286 -0.253859 -0.1 0.0 0.2 -0.649
Al 0.428191 -0.087716 -0.530338 -0.2 0.0 0.2 0.477
O -0.215268 1.527135 -0.124763 0.1 0.1 -0.3 -0.528
C -1.556629 1.546396 -0.520823 0.0 -0.2 0.3 -0.327
C -2.025655 0.063260 -0.773566 0.0 0.1 0.1 0.325
P -3.796228 -0.345931 -0.437208 0.0 0.0 0.1 -0.019
O -4.406260 1.201679 -0.458497 0.1 -0.1 0.0 -0.482
I -3.785485 -0.837367 1.993508 0.1 0.1 0.1 -0.191
O -1.181687 -0.834030 -0.125757 0.0 -0.2 -0.3 -0.382
H 3.511525 0.069137 1.615615 0.4 -0.3 0.4 0.240
H 2.786310 -1.909559 -1.024662 0.0 0.3 -0.2 0.258
H 0.596960 -0.200060 -2.158773 0.1 -0.1 0.0 -0.350
H -2.165603 2.023633 0.253398 -0.1 0.0 0.0 0.284
H -1.699204 2.104533 -1.456512 0.0 0.1 0.0 0.206
H -1.985401 -0.126195 -1.866390 -0.1 0.1 0.0 -0.020
H -5.346341 1.179200 -0.255046 -0.1 0.0 -0.1 0.322
C 8.166729 3.513205 2.057873 0.0 0.0 0.0 -0.673
O 7.660854 3.803620 0.771499 0.0 0.0 0.0 -0.367
C 7.309810 2.648151 0.025577 0.0 0.0 -0.1 -0.573
C 5.819887 2.386309 0.038069 0.0 -0.1 0.1 -0.466
O 5.374885 2.042622 1.340776 0.0 0.0 0.0 -0.314
C 4.701365 3.100932 2.000676 -0.1 0.0 0.0 -0.854
H 8.278792 4.461625 2.581372 0.0 0.0 0.0 0.236
H 7.489326 2.868117 2.623085 0.0 0.0 0.0 0.281
H 9.147365 3.026606 1.995552 0.0 0.0 0.0 0.324
H 7.833870 1.770214 0.418445 0.0 0.0 0.0 0.336
H 7.638066 2.807330 -1.005965 0.0 0.0 0.0 0.364
H 5.602884 1.543420 -0.624651 0.0 0.0 0.0 0.361
H 5.276095 3.259336 -0.335496 0.0 0.0 0.0 0.363
H 3.735295 3.302012 1.527621 0.0 0.0 0.0 0.326
H 5.303573 4.013891 1.998997 0.0 0.0 0.0 0.423
H 4.524696 2.785472 3.027413 0.0 0.0 0.0 0.238
C -6.984260 -0.167645 -6.506288 0.0 0.0 0.0 -0.686
O -6.621764 0.854420 -5.603200 0.0 0.0 0.0 -0.373
C -6.380469 0.384918 -4.283925 0.0 0.0 0.0 -0.691
C -4.906029 0.239184 -3.987136 0.1 0.0 0.0 0.392
O -4.316905 -0.781812 -4.775039 -0.1 0.0 -0.1 -0.393
C -3.522427 -0.293369 -5.835385 0.0 0.0 0.0 -0.729
H -7.018620 0.276967 -7.500149 0.0 0.0 0.0 0.237
H -6.259409 -0.986082 -6.503078 0.0 0.0 0.0 0.296
H -7.974741 -0.573745 -6.267800 0.0 0.0 0.0 0.316
H -6.878411 -0.578707 -4.129712 0.0 0.0 0.0 0.354
H -6.816409 1.108754 -3.589159 0.0 0.0 0.0 0.345
H -4.780659 -0.028714 -2.934141 0.0 0.0 -0.1 -0.329
H -4.394586 1.193417 -4.150960 0.0 0.0 0.0 0.405
H -2.617750 0.194685 -5.457472 0.0 0.0 0.0 0.306
H -4.074259 0.415547 -6.460923 0.0 0.0 0.0 0.314
H -3.229105 -1.151475 -6.438601 0.0 0.0 0.0 0.261
C -0.914726 -1.718193 5.581975 0.0 0.0 -0.1 -0.656
O 0.146474 -2.632746 5.788507 0.0 0.0 0.0 -0.374
C -0.215166 -3.978027 5.552287 0.0 0.0 0.0 -0.498
C 0.129875 -4.458546 4.155372 0.0 0.0 0.0 -0.495
O -0.665026 -3.847736 3.163785 0.0 0.1 0.1 -0.359
C 0.015113 -2.846548 2.408272 0.0 -0.1 0.0 -0.721
H -0.512053 -0.717299 5.726215 0.0 0.0 0.0 0.244
H -1.322606 -1.791211 4.572851 0.0 0.0 0.0 0.249
H -1.718563 -1.888073 6.308505 0.0 0.0 0.0 0.319
H -1.291108 -4.117570 5.717258 0.0 0.0 0.0 0.293
H 0.323082 -4.588910 6.284490 0.0 0.0 0.0 0.381
H -0.058977 -5.538704 4.117662 0.0 0.0 0.0 0.396
H 1.195019 -4.293583 3.957625 0.0 0.0 0.0 0.300
H 0.795188 -3.301225 1.787999 0.0 0.0 0.0 0.397
H 0.481554 -2.098882 3.054744 0.0 0.0 0.0 0.409
H -0.715143 -2.363741 1.762687 0.0 0.0 0.0 0.101


2.
69
Properties=species:S:1:pos:R:3:forces:R:3:mulliken_charge:R:1 method="wB97M-V/def2-TZVPD" e_lumo_ev="0.004 / -1.950" homo_lumo_gap_ev="5.6 / 6.2" fmax_ev_per_a=4.660 mol_weight_g_mol=605.251 spin_multiplicity=3 energy_ha=-4766.63528 s2=2.01 de_lowest_ev=0.2046
Cu 1.377807 0.082855 2.353932 -0.6 -0.7 -1.1 -0.493
C -1.870813 -1.271535 -0.332828 -1.2 -0.6 1.4 -0.969
C -0.387183 -1.241975 -0.560878 -0.3 0.2 -0.4 0.328
O 0.387257 -0.620455 0.407012 0.1 0.0 -0.2 -0.164
H -2.192723 -2.078275 0.325692 0.2 -0.2 0.4 0.365
H -2.483933 -1.462325 -1.213618 0.3 0.4 -0.4 0.423
H -2.195803 -0.374715 0.194602 0.0 0.3 -0.3 -0.072
H -0.359143 -0.751165 -1.533718 0.9 1.2 -0.2 0.065
H -0.091123 -2.219815 -0.940728 0.7 -0.7 0.7 -0.146
O 3.335637 0.067525 0.879512 3.2 0.1 -3.4 -0.160
S 4.287327 0.189365 -0.313238 -1.9 0.6 -0.1 0.920
O 5.485117 1.023905 -0.286268 -1.3 -1.8 0.7 -0.583
O 4.680647 -1.304825 -0.938768 -0.8 1.7 1.9 -0.376
C 3.718937 -2.415755 -0.687098 0.4 0.2 -0.5 0.284
C 3.632127 -3.078935 -2.056348 0.1 -0.3 0.8 -0.989
C 3.374007 0.925875 -1.760758 0.1 -0.9 0.2 -0.879
H 2.774607 -2.023625 -0.309508 -0.1 0.2 -0.3 -0.029
H 4.088547 -3.076045 0.097442 0.4 0.2 -0.2 0.297
H 3.365897 -2.313675 -2.785458 -0.2 -0.3 -0.2 0.337
H 2.947117 -3.924645 -1.996198 -0.3 0.2 -0.2 0.156
H 4.593867 -3.520825 -2.316928 0.1 0.2 -0.1 0.328
H 3.121227 1.959695 -1.525338 0.0 -0.2 0.2 0.377
H 2.509337 0.343745 -2.079448 -0.3 0.0 0.7 0.139
H 4.001077 0.877725 -2.651018 0.6 0.2 0.4 0.465
O -0.577023 1.361975 2.970772 -3.6 1.5 0.7 0.050
S -1.911863 1.988185 3.299212 2.9 -1.9 1.7 0.846
O -2.836133 1.245855 4.194822 1.5 1.6 -2.5 -0.619
O -1.582243 3.403765 4.020132 -1.0 -1.4 -0.8 -0.210
C -1.942903 3.523685 5.423812 1.1 0.1 0.0 -0.167
C -1.181203 4.757375 5.830602 0.0 0.8 1.4 -1.253
C -2.586553 2.589465 1.768162 -0.7 -1.1 0.4 -0.737
H -1.621393 2.646745 5.985672 0.3 0.0 -0.2 0.327
H -3.017353 3.558795 5.603902 0.0 0.4 -0.5 0.311
H -1.541283 5.695905 5.409172 -0.4 -0.2 -0.1 0.305
H -0.100513 4.790735 5.692382 -0.1 -0.8 -0.6 0.327
H -1.250543 4.840205 6.915232 -0.3 0.2 0.2 0.388
H -1.856263 3.228055 1.271192 -0.3 0.2 0.3 0.305
H -3.583083 2.946565 2.028002 0.3 0.7 -0.2 0.425
H -2.767363 1.708565 1.152192 0.3 -0.1 0.0 0.130
O 2.530517 -7.359625 1.445852 -1.6 2.8 -1.5 -0.618
S 1.932127 -6.154135 0.832992 1.4 0.6 0.3 1.035
O 2.780727 -5.071595 0.284312 -1.4 -2.3 0.8 -0.531
O 0.946467 -6.688705 -0.335048 0.1 0.0 0.8 -0.355
C 0.231067 -5.746575 -1.147068 0.3 1.0 -1.4 0.430
C -1.192923 -6.096715 -1.516678 -0.4 -0.2 0.7 -1.278
C 0.786447 -5.285405 1.975552 0.0 -0.9 -0.2 -0.730
H 0.717367 -5.647735 -2.117558 0.6 -0.5 0.0 0.257
H 0.325917 -4.711355 -0.819288 -0.2 -0.1 0.8 -0.156
H -1.286603 -7.088345 -1.959388 0.2 0.1 -0.1 0.328
H -1.514023 -5.337765 -2.230108 0.1 -0.1 -0.2 0.360
H -1.923223 -6.039445 -0.709538 0.2 -0.1 0.3 0.328
H 0.367057 -4.377175 1.542732 0.5 0.0 -0.2 0.154
H 1.325427 -5.064915 2.896952 0.2 0.0 -0.2 0.360
H -0.046703 -5.949285 2.206272 0.2 -0.2 0.0 0.369
O 0.556847 2.432065 -2.897678 -2.8 1.6 0.8 -0.586
S -0.593153 3.138205 -2.295888 1.3 1.3 -0.1 1.133
O -0.392333 3.731465 -0.955118 -1.1 -1.7 -2.2 -0.588
O -1.012173 4.480645 -3.261228 1.3 -2.0 0.0 -0.337
C -1.736833 5.548055 -2.644668 -2.2 -0.2 0.5 -0.138
C -2.310603 6.587575 -3.663428 1.7 -1.0 -0.3 -1.089
C -2.089393 1.980685 -2.534988 0.7 0.6 0.5 -0.490
H -1.212173 5.963485 -1.784288 0.3 0.1 -0.4 0.346
H -2.631583 5.062365 -2.255288 -0.1 0.1 0.6 0.228
H -1.691583 6.497945 -4.556108 0.3 0.4 -0.1 0.294
H -2.206463 7.597645 -3.267188 -0.3 -0.1 -0.1 0.324
H -3.301373 6.343005 -4.046378 -0.1 0.1 0.6 0.295
H -2.325913 1.835945 -3.589128 0.5 0.3 0.0 0.391
H -2.999143 2.310865 -2.033568 0.3 0.4 0.2 0.344
H -1.777843 1.030875 -2.100358 0.2 0.1 0.0 -0.134


3.
68
Properties=species:S:1:pos:R:3:forces:R:3:mulliken_charge:R:1 method="wB97M-V/def2-TZVPD" total_charge=-1 e_lumo_ev=-0.692 homo_lumo_gap_ev=1.4 fmax_ev_per_a=9.332 mol_weight_g_mol=480.026 energy_ha=-2170.97211
N 2.833201 -2.303319 -4.335152 2.1 -2.0 -0.7 -0.624
B 2.418533 -3.477077 -5.253044 -0.8 -0.6 0.3 0.603
O 3.182955 -3.633059 -6.527374 1.1 -0.2 2.3 -0.668
C 1.218864 -4.551067 -4.848528 0.6 0.3 -1.9 -0.696
C -0.077460 -4.402102 -5.890791 -0.6 -0.3 0.6 -0.277
B -1.061870 -3.227958 -5.292758 0.4 -0.7 0.1 0.452
O -0.791182 -1.801628 -5.566016 -1.6 -1.6 -1.0 -0.574
O -2.214395 -3.663004 -4.428725 3.3 1.1 0.6 -0.666
H 3.712554 -1.857882 -4.724615 -1.4 -0.5 0.4 0.195
H 3.172197 -2.759428 -3.440221 -1.1 0.8 -1.1 0.255
H 4.133850 -3.823668 -6.236770 -1.9 0.7 -0.8 0.269
H 1.605653 -5.646622 -5.058257 -0.5 1.9 0.3 -0.033
H -0.670199 -5.431402 -5.773670 1.2 2.2 -0.7 0.100
H 0.245802 -4.177674 -6.994193 -0.6 -0.6 1.6 0.157
H -1.079857 -1.528573 -6.488982 0.8 -0.7 1.7 0.262
H -1.755663 -3.894656 -3.548596 -1.0 0.2 -1.9 0.288
O -1.107719 1.634940 -2.138236 2.2 -3.7 -1.2 -0.722
P -1.908770 0.370365 -1.742760 -6.2 5.3 3.4 1.051
O -3.287105 0.867444 -2.510990 0.3 -0.2 -0.7 -0.257
C -3.357370 0.671274 -3.913260 -0.4 -0.1 -0.6 -0.402
C -3.554747 -0.792887 -4.258459 0.1 0.0 0.2 -0.657
O -2.227095 0.949388 -0.213062 0.8 -1.0 0.2 -0.412
C -1.326733 1.840716 0.432200 0.1 0.4 0.1 -0.154
C -1.777336 3.278728 0.240626 -0.3 0.2 0.0 -1.334
O -2.803827 -1.042614 -1.300874 2.9 -0.8 -1.5 -0.300
C -3.796890 -1.080026 -0.279215 -0.2 -0.1 0.8 -0.181
C -4.989874 -0.162390 -0.493523 0.0 0.3 -0.2 -0.935
H -2.456392 1.068367 -4.392584 0.0 0.0 0.0 0.288
H -4.211063 1.249450 -4.279917 0.1 0.1 0.2 0.285
H -2.672620 -1.379905 -3.984239 -0.3 0.1 -0.2 0.125
H -3.728343 -0.919265 -5.330918 0.1 0.0 0.1 0.414
H -4.404480 -1.211808 -3.711075 0.0 0.1 -0.1 0.152
H -0.299773 1.685748 0.082011 -0.3 0.1 -0.1 0.236
H -1.331677 1.601711 1.500359 -0.1 -0.1 -0.1 0.352
H -1.994464 3.510037 -0.807092 0.2 -0.2 0.1 0.304
H -1.020685 3.978150 0.604038 0.0 0.0 0.0 0.362
H -2.708774 3.456661 0.791178 0.2 0.0 0.0 0.342
H -3.335551 -0.914286 0.699363 -0.1 0.1 -0.2 0.251
H -4.168310 -2.111318 -0.262658 0.3 0.0 -0.3 0.354
H -4.714999 0.889804 -0.416813 0.0 -0.1 0.0 0.197
H -5.757642 -0.355215 0.263201 0.1 -0.2 0.0 0.405
H -5.432043 -0.317013 -1.482675 0.1 0.0 0.2 0.212
O 0.578163 2.291532 3.638503 -3.1 -2.5 2.2 -0.677
P 1.293568 1.256948 4.541311 8.2 3.1 -3.3 1.081
O 2.177479 2.402366 5.343678 -0.7 0.3 0.6 -0.274
C 1.530931 3.109120 6.388789 0.1 0.2 0.3 -0.359
C 1.338462 2.233753 7.612952 -0.1 -0.1 0.2 -0.964
O 2.388777 0.853140 3.352181 -0.9 -1.0 0.5 -0.387
C 2.043270 0.953881 1.976698 -0.1 0.3 -0.6 -0.114
C 2.531324 2.273398 1.403724 0.2 0.2 0.0 -1.175
O 2.092929 0.100950 5.550069 -3.6 -0.2 0.3 -0.429
C 3.442050 -0.324027 5.375063 0.7 -0.6 -0.4 -0.200
C 4.490979 0.771518 5.478620 -0.1 0.3 -0.1 -0.870
H 0.572754 3.505112 6.036254 0.0 0.1 0.0 0.267
H 2.167472 3.960848 6.647428 0.0 -0.1 -0.2 0.304
H 0.631283 1.424520 7.405650 0.0 0.0 0.1 0.296
H 0.950680 2.818710 8.451836 0.0 0.0 -0.1 0.398
H 2.282515 1.768880 7.912664 -0.1 0.1 -0.1 0.185
H 0.965333 0.820205 1.830147 0.3 0.1 0.1 0.050
H 2.534460 0.129622 1.449970 0.0 0.0 0.2 0.418
H 2.240882 3.128082 2.023015 -0.2 -0.2 -0.1 0.272
H 2.147474 2.427313 0.392413 0.0 0.0 0.0 0.403
H 3.627121 2.283480 1.365333 -0.2 -0.1 -0.1 0.349
H 3.540907 -0.885326 4.440670 0.0 0.2 0.1 0.264
H 3.633382 -1.045698 6.177791 -0.4 0.1 0.1 0.359
H 4.431138 1.474383 4.647384 0.0 -0.1 0.1 0.188
H 5.496060 0.336831 5.466843 -0.2 -0.2 0.0 0.401
H 4.371908 1.343520 6.404081 0.0 -0.1 -0.1 0.188


4.
67
Properties=species:S:1:pos:R:3:forces:R:3:mulliken_charge:R:1 method="wB97M-V/def2-TZVPD" e_lumo_ev="-1.020 / -1.133" homo_lumo_gap_ev="8.0 / 8.0" fmax_ev_per_a=11.559 mol_weight_g_mol=532.311 spin_multiplicity=7 energy_ha=-4299.64688 s2=12.01
Co -1.437384 1.766822 0.243773 -0.4 -0.5 1.2 1.058
Co -2.183197 -0.739293 2.317337 0.2 2.5 -1.1 0.760
C -2.768489 1.792670 2.469468 1.3 -2.7 -5.7 1.304
O -1.641838 1.292376 2.534484 10.3 -1.2 3.0 -0.928
O -2.887650 2.508223 1.477319 -1.5 7.2 -2.8 -0.837
O -3.523821 0.863510 2.530330 -9.1 -6.0 3.8 -0.746
C -0.747903 -0.732481 0.108954 -1.8 5.3 4.8 2.325
O -0.430866 -1.210479 1.199187 3.8 -5.6 3.9 -0.937
O -0.157727 0.261729 -0.307928 5.6 1.6 -4.8 -0.912
O -1.958727 -0.400689 0.229091 -8.4 -0.5 -1.9 -1.246
C 1.179423 -3.182986 -2.217580 1.1 0.3 0.1 -0.821
C -0.275418 -3.347215 -2.495207 0.2 0.1 -0.6 0.311
O -0.751250 -4.639400 -2.146924 -0.2 0.5 0.0 -0.550
H 1.620257 -2.302035 -2.684158 -0.5 0.6 0.3 0.179
H 1.811313 -3.919720 -2.713602 -0.2 -0.8 0.4 0.519
H 1.337343 -3.158792 -1.139358 0.4 -0.2 0.0 0.098
H -0.420595 -3.131270 -3.553689 -0.4 -0.1 -0.3 0.326
H -0.820209 -2.580891 -1.943799 -0.4 -0.3 0.2 -0.337
H -0.244292 -5.249966 -2.687125 0.0 -0.2 0.1 0.327
C 1.223764 4.964563 -0.667856 -0.3 -0.2 -0.9 -1.459
C 1.066546 3.506669 -0.342280 0.7 0.2 -0.1 0.167
O -0.068655 3.379424 0.508826 -0.1 -1.0 0.0 -0.316
H 0.215728 5.340870 -0.842087 0.0 0.3 -0.3 0.337
H 1.777766 4.976344 -1.606497 0.2 0.7 0.1 0.376
H 1.669148 5.594001 0.102556 0.3 -0.3 0.0 0.418
H 1.992610 3.112978 0.076662 -0.1 -0.2 0.6 0.210
H 0.916721 2.878287 -1.220220 -0.4 0.2 0.0 0.188
H 0.081786 3.918192 1.289014 -0.3 -0.1 0.3 0.179
C -1.392369 3.996321 -3.134809 -1.2 1.1 -0.7 -1.078
C -2.319484 3.524244 -2.023528 1.5 0.8 -0.6 -0.183
O -1.860328 2.190799 -1.734304 -0.7 0.4 0.8 -0.300
H -0.356188 4.116404 -2.818573 -0.1 -0.6 0.0 0.196
H -1.692002 4.996136 -3.448968 -0.1 0.2 0.0 0.394
H -1.541552 3.401843 -4.036161 0.5 -0.3 0.1 0.382
H -3.389833 3.573834 -2.223498 0.1 -0.2 -0.2 0.451
H -2.113013 4.200776 -1.194199 -0.2 -0.6 0.5 0.126
H -2.200011 1.618316 -2.426019 0.1 -0.4 0.1 0.221
C 1.080137 -5.387664 3.405766 -0.5 0.3 0.0 -1.336
C 0.674611 -3.927079 3.140749 0.1 -0.4 0.3 0.060
O 0.491311 -3.688506 1.778722 0.5 -0.5 -0.7 -0.448
H 0.475471 -6.081499 2.821764 -0.3 0.2 -0.1 0.320
H 0.894190 -5.609234 4.456682 0.1 -0.1 0.1 0.361
H 2.110873 -5.651654 3.169154 0.1 0.5 0.0 0.323
H 1.392483 -3.234203 3.579711 0.4 0.0 0.0 0.232
H -0.272035 -3.665504 3.613546 -0.3 -0.5 0.6 0.190
H 0.206135 -2.776725 1.684226 0.0 0.2 -0.4 0.398
C 3.177457 1.148519 3.635166 0.9 1.8 1.0 -1.608
C 2.070102 0.927022 2.700638 -0.8 -1.9 -0.3 1.259
O 2.092455 -0.502096 2.497483 0.0 0.5 -0.4 -0.603
H 3.343905 2.224599 3.684694 0.0 0.3 0.3 0.414
H 4.154649 0.772073 3.332741 -0.3 -0.5 -0.2 0.360
H 2.931018 0.827192 4.647158 0.1 -0.2 -0.1 0.347
H 2.140007 1.506747 1.780243 0.4 -0.2 -0.4 -0.477
H 1.089593 1.168995 3.110702 0.0 0.3 0.3 -0.022
H 1.341427 -0.728472 1.944021 -0.3 -0.2 -0.3 0.189
C 2.882465 -0.035297 -1.227846 0.4 0.7 0.1 -0.450
O 1.820263 0.262580 -2.124751 0.8 -0.4 0.0 -0.603
H 3.832658 -0.079099 -1.760137 -0.1 -0.2 -0.2 0.413
H 3.001033 0.772204 -0.505358 0.0 0.2 0.2 0.055
H 2.743330 -0.934213 -0.627266 -0.1 -0.3 -0.3 0.172
H 1.052012 0.073200 -1.581128 -0.7 0.3 0.0 0.442
C -3.845200 -1.785971 -2.434958 -0.5 -0.7 -1.2 -0.579
O -3.814738 -2.015994 -1.088123 0.1 -0.2 1.7 -0.579
H -4.102128 -2.744740 -2.885370 0.1 0.0 -0.5 0.270
H -4.652615 -1.102162 -2.696862 0.1 0.4 -0.3 0.256
H -2.873084 -1.475675 -2.818104 0.0 0.2 -0.3 0.163
H -3.147386 -1.437459 -0.711895 0.0 0.3 0.5 0.278